Density functional theory data (wB97M-V/def2-TZVPD) for C27H38BFN8O4RuS3Se as an isolated structure in a non-equilibrium geometry.

As for the multiplicity: 5. The value obtained for the maximum force is 1.1 eV/Å. The value obtained for the total energy is -152559.4723 eV.

Geometry as XYZ:
```
84
Properties=species:S:1:pos:R:3:lowdin_spin:R:1
Ru -0.8589 -0.4407 0.2559 2.3550
C -0.1932 -2.6325 -5.0055 0.0005
C -1.3655 -1.6899 -4.7179 0.0004
C -2.3209 -2.4079 -3.7739 0.0088
C -2.1137 -1.3343 -6.0050 0.0002
N -0.7770 -0.4134 -4.1749 0.0013
C 0.1794 0.2451 -4.9375 0.0021
C 0.6285 1.2838 -4.2195 0.0010
N -0.0303 1.2840 -3.0116 0.0026
B 0.3547 2.3078 -1.9137 0.0029
N -0.9957 2.9114 -1.3717 -0.0002
C -1.7101 3.6725 -2.2744 -0.0007
C -2.8839 3.9941 -1.7184 0.0002
N -2.9264 3.4170 -0.4580 -0.0013
C -1.7594 2.7371 -0.2612 0.0048
S -1.3159 1.8080 1.1221 0.0142
C -4.1875 3.5864 0.3524 -0.0001
C -5.3233 2.9622 -0.4616 -0.0001
C -4.4002 5.0916 0.5383 0.0000
C -4.1762 2.9342 1.7306 0.0003
N 1.3508 1.8286 -0.7990 0.0077
C 1.8185 2.8110 0.0459 0.0066
C 2.8210 2.3070 0.7751 0.0029
N 3.0109 0.9929 0.3963 0.0105
C 2.0959 0.6914 -0.5838 0.0229
S 1.8861 -0.7922 -1.4037 0.1789
C 4.1544 0.2460 1.0415 0.0006
C 5.4292 1.0390 0.7269 0.0003
C 4.3708 -1.1880 0.5748 0.0013
C 3.8872 0.2223 2.5487 0.0004
C -0.9072 0.2476 -2.9934 0.0157
S -2.0794 -0.0271 -1.7526 0.0340
H -0.5795 -3.5920 -5.3521 0.0000
H 0.3832 -2.7991 -4.0930 0.0011
H 0.4735 -2.2405 -5.7748 0.0000
H -2.6266 -3.3362 -4.2631 0.0004
H -3.2096 -1.8188 -3.5680 0.0009
H -1.8399 -2.6621 -2.8296 0.0148
H -2.5597 -2.2374 -6.4246 0.0000
H -1.4502 -0.9027 -6.7566 0.0000
H -2.9108 -0.6190 -5.7931 0.0000
H 0.4634 -0.0823 -5.9215 0.0001
H 1.3820 2.0190 -4.4513 0.0002
H 0.9409 3.2004 -2.4730 0.0001
H -1.3063 3.9162 -3.2441 -0.0001
H -3.6947 4.5766 -2.1175 0.0000
H -5.4604 3.4560 -1.4250 0.0000
H -6.2557 3.0430 0.0995 0.0000
H -5.1158 1.9049 -0.6379 -0.0001
H -4.5719 5.6051 -0.4091 0.0000
H -3.5288 5.5371 1.0224 0.0000
H -5.2704 5.2583 1.1751 0.0000
H -4.0464 1.8566 1.6792 0.0001
H -5.1430 3.1372 2.1971 0.0001
H -3.3982 3.3489 2.3682 -0.0001
H 1.3938 3.8000 0.0564 0.0005
H 3.3945 2.7742 1.5564 0.0001
H 5.5846 1.0929 -0.3526 0.0000
H 6.2863 0.5315 1.1735 0.0000
H 5.3913 2.0530 1.1268 0.0000
H 4.5917 -1.2448 -0.4864 0.0015
H 3.5134 -1.8218 0.7895 -0.0001
H 5.2322 -1.5729 1.1270 0.0000
H 3.9973 1.2156 2.9945 0.0000
H 4.6016 -0.4480 3.0297 0.0000
H 2.8789 -0.1457 2.7386 0.0000
Se -0.3781 -2.6920 -0.1076 1.1850
F 1.9783 2.7950 4.3713 0.0000
C 0.6698 2.5081 4.4854 0.0000
C 0.2564 1.2398 4.4926 0.0003
N -1.0698 0.8923 4.6262 0.0004
C -1.4915 -0.4895 4.3441 0.0009
C -1.3601 -0.7407 2.8377 0.0104
O -2.3704 -0.9721 2.1611 0.0822
O -0.1891 -0.5947 2.3391 0.0267
C -2.0552 1.8660 4.7479 -0.0001
O -3.2391 1.6195 4.8527 0.0001
N -1.5709 3.1621 4.7422 -0.0001
C -0.2588 3.6154 4.5886 -0.0001
O 0.0063 4.7966 4.5641 -0.0001
H 0.9573 0.4278 4.3898 0.0001
H -2.5300 -0.5836 4.6246 0.0006
H -0.8723 -1.1836 4.9103 0.0001
H -2.2758 3.8774 4.8241 0.0000
```

---

Density functional theory data (wB97M-V/def2-TZVPD) for C32H37IKN5O5STe as an isolated structure in a non-equilibrium geometry.

The value obtained for the maximum force is 3.4 eV/Å. The value obtained for the energy above the lowest of the compared OMol25 structures with the same formula, charge and spin is 2.5993 eV. As for the net charge: -2.

Geometry as XYZ:
```
83
Properties=species:S:1:pos:R:3:lowdin_charge:R:1
K 0.7544 0.5453 -0.9849 0.5352
C 3.0451 -0.7790 1.6023 -0.0525
C 1.9397 -0.6671 2.5880 -0.2654
N 2.2254 -0.8559 3.8577 0.1107
C 1.2354 -0.7119 4.7601 -0.1389
C -0.0196 -0.2670 4.4575 -0.1852
C -1.0015 -0.0440 5.5712 -0.2331
O -2.1008 -0.9585 5.5428 -0.0736
C -0.3764 -0.0494 3.0882 -0.1095
C -1.5825 0.6032 2.7585 -0.0893
N -1.8936 1.0986 1.5876 0.0743
C -3.0595 1.7748 1.4272 -0.3690
C -4.2432 1.5527 2.1728 -0.0373
C -5.3778 2.3099 1.9769 -0.1172
C -5.4046 3.3231 1.0275 -0.1237
C -4.2731 3.5425 0.2493 -0.1810
C -3.1421 2.7752 0.4317 -0.5966
I -1.4543 3.0844 -0.8290 1.0934
C 0.6036 -0.4153 2.0912 -0.3643
O 0.3476 -0.5128 0.8587 -0.3633
H 3.9851 -0.9523 2.1212 0.0748
H 3.0998 0.1310 1.0000 0.0641
H 2.8153 -1.6106 0.9186 -0.0201
H 1.5134 -0.9212 5.7895 0.0953
H -1.3883 0.9861 5.5453 0.1079
H -0.5003 -0.1827 6.5327 0.1075
H -2.1946 -1.2251 4.6211 0.0734
H -2.2399 0.8567 3.6011 0.1086
H -4.2522 0.7584 2.9081 0.1017
H -6.2633 2.1092 2.5695 0.0929
H -6.2895 3.9285 0.8790 0.0867
H -4.2729 4.3169 -0.5073 0.0809
N 0.6975 -1.2019 -3.4193 -0.0547
C 1.7660 -0.6421 -4.2271 -0.2821
C 2.6069 0.3748 -3.4631 -0.1284
C 1.8936 1.7493 -3.2234 -0.7546
O 2.5926 2.7614 -3.3811 -0.0503
O 0.6945 1.6937 -2.8662 -0.2993
H 1.0768 -1.7305 -2.6274 -0.0687
H 0.1652 -1.8768 -3.9554 0.0613
H 1.3155 -0.1446 -5.0933 0.1112
H 2.4419 -1.4264 -4.6191 0.1018
H 3.5198 0.5813 -4.0230 0.1012
H 2.8883 -0.0398 -2.4878 0.0953
Te 0.9750 -3.1330 -0.3737 0.9423
C 2.4420 -4.6424 -0.5855 -0.6821
C 3.8189 -4.3963 -0.6454 -0.1757
C 4.7402 -5.4206 -0.7682 -0.1404
C 4.3227 -6.7440 -0.8265 -0.1541
C 2.9603 -7.0156 -0.7791 -0.1431
C 2.0483 -5.9853 -0.6686 -0.2009
H 4.1721 -3.3724 -0.5890 0.0787
H 5.8005 -5.1929 -0.8229 0.0834
H 5.0424 -7.5503 -0.9097 0.0738
H 2.6123 -8.0428 -0.8320 0.0817
H 0.9884 -6.2096 -0.6459 0.0669
O -1.7061 -2.3170 -1.8697 -0.6042
S -1.7583 -0.8492 -1.9944 0.8234
C -2.3625 -0.5801 -3.7284 -0.2890
C -3.8761 -0.3840 -3.7162 -0.2410
C -4.3795 -0.9758 -2.4005 -0.2556
C -3.4321 -0.4217 -1.3577 -0.3131
H -2.0758 -1.4894 -4.2507 0.0818
H -1.8059 0.2650 -4.1251 0.0825
H -4.3385 -0.8634 -4.5830 0.1005
H -4.1215 0.6804 -3.7507 0.1052
H -4.2794 -2.0634 -2.4261 0.1057
H -5.4249 -0.7214 -2.2081 0.1038
H -3.5169 -0.8709 -0.3715 0.0947
H -3.5013 0.6645 -1.2872 0.0597
N 0.9034 2.8679 2.3706 0.1594
C 1.5202 3.5589 1.3669 -0.4344
C 1.2767 4.9342 1.2003 -0.0701
C 1.9964 5.6204 0.2497 -0.0999
C 2.9342 4.9368 -0.5145 -0.0859
C 3.0912 3.5824 -0.2901 -0.1446
N 2.4190 2.9027 0.6314 0.1209
H -0.0179 3.1811 2.6289 0.0888
H 0.9766 1.8628 2.3019 0.0645
H 0.5241 5.4227 1.8052 0.0994
H 1.8366 6.6813 0.0956 0.0962
H 3.5054 5.4318 -1.2839 0.0938
H 3.7963 3.0066 -0.8742 0.1069
```

---

Density functional theory data (wB97M-V/def2-TZVPD) for one molecule with the formula C32H41N5O3S in a non-equilibrium geometry.

The value obtained for the maximum force is 2.9 eV/Å. The value obtained for the energy above the lowest of the compared OMol25 structures with the same formula, charge and spin is 0.0000 eV. As for the SMILES: CCN1C(=O)C([C@@H](/C=C/N2[C@H](Cc3ccccc3)C(=O)N(C)C2(C)C)c2ccc(N(C)C)cc2)C(=O)N(CC)C1=S.

Geometry as XYZ:
```
82
Properties=species:S:1:pos:R:3:lowdin_charge:R:1
C 2.6978 2.5382 4.2102 -0.0171
N 2.1365 2.7419 2.9076 -0.0404
C 1.1294 3.6290 2.6483 -0.3651
O 0.5101 4.2575 3.5015 0.0831
C 0.9364 3.6545 1.1420 -0.1774
C 1.4625 4.9346 0.5029 -0.0897
C 0.5691 6.0814 0.8848 -0.2370
C -0.7408 6.1122 0.3666 -0.0406
C -1.6457 7.0724 0.8357 -0.0800
C -1.2328 8.0004 1.8059 -0.0876
C 0.0949 7.9891 2.2822 -0.0761
C 0.9996 7.0412 1.8009 -0.0467
N 1.6811 2.4682 0.7202 0.0004
C 1.6856 2.0399 -0.5724 -0.0616
C 2.4465 1.0245 -1.0143 -0.0999
C 2.5531 0.8441 -2.4457 -0.1467
C 3.4719 -0.3525 -2.7972 -0.1438
C 3.4162 -0.9446 -4.0688 -0.0331
C 4.2627 -1.9735 -4.4405 0.0000
C 5.2644 -2.4411 -3.5942 -0.2655
N 6.1839 -3.4350 -4.0068 -0.2384
C 7.5958 -3.1642 -4.0056 -0.0941
C 5.8853 -4.8448 -3.8816 -0.0818
C 5.3224 -1.9063 -2.3049 -0.0048
C 4.3741 -0.9522 -1.8924 -0.0152
C 2.5782 1.9452 1.7989 -0.4572
C 4.0517 2.1957 1.4443 0.0020
C 2.3946 0.4466 2.1301 0.0032
H 2.3694 3.3167 4.8922 0.0961
H 2.4158 1.5494 4.5999 0.0946
H 3.7949 2.5551 4.1593 0.0931
H -0.1218 3.4986 0.9016 0.1612
H 2.5086 5.0862 0.8180 0.1276
H 1.4686 4.8113 -0.5886 0.1223
H -1.0646 5.3750 -0.3755 0.1124
H -2.6841 7.0734 0.4759 0.1050
H -1.9318 8.7605 2.1690 0.0995
H 0.4002 8.6925 3.0623 0.1029
H 2.0322 7.0168 2.1744 0.1183
H 1.0254 2.5524 -1.2604 0.1350
H 2.9558 0.4152 -0.2849 0.0526
H 2.6831 1.8423 -3.0328 0.1778
H 2.6632 -0.6483 -4.8069 0.1123
H 4.1462 -2.4525 -5.4210 0.1242
H 7.7940 -2.0953 -3.8978 0.0915
H 8.0985 -3.7001 -3.1900 0.0770
H 8.0229 -3.5005 -4.9505 0.0813
H 4.8561 -5.0331 -3.5752 0.0902
H 6.0599 -5.3695 -4.8240 0.0783
H 6.5587 -5.3210 -3.1590 0.0747
H 6.0639 -2.3474 -1.6283 0.1220
H 4.3932 -0.7046 -0.8196 0.1009
H 4.2240 3.2742 1.3580 0.0924
H 4.6864 1.7780 2.2266 0.0788
H 4.3374 1.7327 0.4945 0.0752
H 1.4349 0.2833 2.6271 0.0986
H 2.4467 -0.2422 1.2840 0.0719
H 3.1819 0.1316 2.8158 0.0836
C -2.6160 -1.8863 -2.4889 -0.1056
C -1.7598 -1.2869 -1.4230 -0.1940
N -0.9435 -0.0950 -1.9929 0.0179
C 0.2189 -0.4465 -2.6915 -0.3598
O 0.4567 -1.6478 -2.8325 0.0973
C 1.0916 0.6213 -3.2186 -0.0983
C 0.2364 1.7108 -3.7082 -0.3953
O 0.6252 2.3684 -4.6462 0.1042
N -1.0561 1.9222 -3.1902 0.0087
C -1.9248 2.9854 -3.8981 -0.2022
C -2.8262 2.3376 -4.8769 -0.1084
C -1.6856 1.0284 -2.3400 -0.6949
S -3.2647 1.2719 -1.8652 0.7615
H -3.0292 -2.8137 -2.1218 0.0775
H -3.4610 -1.2552 -2.7654 0.0395
H -2.0734 -2.1095 -3.4019 0.0790
H -2.3316 -0.8952 -0.5737 0.0899
H -1.0038 -1.9737 -1.0295 0.1169
H 1.5233 0.1661 -4.1543 0.1294
H -2.4390 3.5214 -3.1000 0.0894
H -1.2365 3.6704 -4.3894 0.1130
H -3.4090 3.0863 -5.3633 0.0735
H -2.2885 1.7894 -5.6415 0.0849
H -3.5178 1.6312 -4.4064 0.0356
```